Entry 1:
# C22H20IrN3OS

C22H20IrN3OS as an isolated structure (the ωB97M-V functional and the def2-TZVPD basis, OMol25).

Values from the calculation:
E = -43314.343 eV
Kohn-Sham gap (alpha / beta) = 0.2686 / 0.2387 Eh
LUMO energy (alpha / beta) = -0.238 / -0.304 Eh
spin multiplicity = 5
net charge = +2

Positions of all 48 atoms, in Å:
1 Ir 0.0105 -1.1584 -1.6297
2 C 4.3273 -1.6125 -1.7426
3 C 2.9750 -1.7219 -2.0676
4 N 2.0126 -1.6249 -1.1579
5 C 2.3270 -1.4669 0.1592
6 C 3.6741 -1.3980 0.5657
7 C 4.6764 -1.4432 -0.4288
8 C 3.9824 -1.3178 1.9444
9 C 2.9733 -1.3427 2.8739
10 C 1.6353 -1.3917 2.4846
11 C 1.2583 -1.4085 1.1367
12 N 0.0072 -1.3953 0.6083
13 C -1.2447 -1.4087 1.1345
14 C -1.6242 -1.3933 2.4817
15 C -2.9631 -1.3441 2.8683
16 C -3.9701 -1.3182 1.9370
17 C -3.6598 -1.3965 0.5587
18 C -4.6596 -1.4396 -0.4379
19 C -4.3086 -1.6039 -1.7518
20 C -2.9553 -1.7124 -2.0742
21 N -1.9954 -1.6204 -1.1617
22 C -2.3116 -1.4649 0.1550
23 H 5.0708 -1.6795 -2.5235
24 H 2.6707 -1.9147 -3.0882
25 H 5.7150 -1.3563 -0.1346
26 H 5.0184 -1.2565 2.2508
27 H 3.2121 -1.3214 3.9282
28 H 0.8964 -1.4122 3.2637
29 H -0.8862 -1.4159 3.2616
30 H -3.2030 -1.3236 3.9224
31 H -5.0067 -1.2581 2.2417
32 H -5.6989 -1.3550 -0.1455
33 H -5.0502 -1.6678 -2.5347
34 H -2.6487 -1.9003 -3.0949
35 O -0.0193 1.0293 -1.8114
36 S -0.0524 1.9308 -0.5610
37 C -1.3547 3.1577 -0.9226
38 C -0.7128 4.5202 -0.7074
39 C 0.6833 4.4305 -1.3192
40 C 1.2984 3.1443 -0.7760
41 H -2.2118 2.9630 -0.2806
42 H -1.6203 2.9745 -1.9647
43 H -0.6375 4.7346 0.3613
44 H -1.3110 5.3074 -1.1634
45 H 1.2927 5.2904 -1.0464
46 H 0.6235 4.3950 -2.4075
47 H 1.7215 3.2819 0.2203
48 H 2.0434 2.6854 -1.4241

Cartesian forces (eV/Å) of the 3 atoms listed first:
Ir -0.01 -0.08 0.87
C 0.10 -0.05 0.09
C 0.09 -0.13 0.01



Entry 2:
# C22H20Li4N4O5

C22H20Li4N4O5 as an isolated structure in a non-equilibrium geometry (the ωB97M-V functional and the def2-TZVPD basis, OMol25).

Values from the calculation:
E = -40146.678 eV
Kohn-Sham gap = 0.2928 Eh
LUMO energy = -0.234 Eh
net charge = +2

Positions of all 55 atoms, in Å:
1 Li -11.2738 -2.8319 25.9935
2 Li -15.1728 1.4447 25.9607
3 Li -12.4569 1.0202 27.1734
4 Li -13.3974 -0.9248 23.2010
5 C -12.9214 -0.9354 25.5786
6 O -13.6583 -0.0157 25.1882
7 O -12.9055 -2.0184 24.9389
8 O -12.1500 -0.8307 26.5472
9 C -12.6938 -1.5329 31.3458
10 C -11.6514 -1.6710 32.2162
11 C -10.4211 -2.1661 31.7709
12 C -10.2547 -2.2980 30.4138
13 C -11.2942 -2.0123 29.5267
14 C -12.5557 -1.6072 29.9814
15 N -9.0445 -2.8486 29.8251
16 O -8.8410 -2.8008 28.5944
17 O -8.2965 -3.4225 30.5859
18 H -13.6479 -1.2150 31.7462
19 H -11.7882 -1.6884 33.2883
20 H -9.6213 -2.4241 32.4495
21 H -11.1326 -2.2025 28.4765
22 H -13.4577 -1.5778 29.3871
23 N -17.0225 0.5638 25.9000
24 C -18.1397 1.2261 26.1193
25 C -19.4238 0.6586 26.0539
26 C -19.5423 -0.7061 25.7238
27 C -18.3449 -1.3820 25.3976
28 C -17.1224 -0.7561 25.5787
29 H -18.0992 2.2969 26.2715
30 H -20.2949 1.2507 26.2932
31 H -20.5139 -1.1775 25.7112
32 H -18.4675 -2.4357 25.1908
33 H -16.1915 -1.2899 25.4480
34 N -11.6394 -0.5339 22.2397
35 C -11.2483 -0.7294 20.9404
36 C -10.2263 -0.0497 20.3430
37 C -9.4536 0.8376 21.0533
38 C -9.8821 1.1456 22.3534
39 C -10.9624 0.4617 22.8669
40 H -11.8657 -1.3821 20.3389
41 H -10.0120 -0.1519 19.2883
42 H -8.5379 1.2341 20.6390
43 H -9.3751 1.8678 22.9767
44 H -11.4015 0.8429 23.7808
45 N -15.0031 3.1126 24.8973
46 C -15.3475 4.2667 25.4465
47 C -14.8622 5.5127 25.0319
48 C -14.0832 5.5717 23.8954
49 C -13.6044 4.3601 23.3131
50 C -14.1171 3.1857 23.8321
51 H -16.0084 4.2111 26.3023
52 H -14.9762 6.4283 25.5942
53 H -13.7624 6.4814 23.4076
54 H -12.8700 4.2855 22.5251
55 H -13.8287 2.2084 23.4705

Cartesian forces (eV/Å) of the 3 atoms listed first:
Li -0.72 0.71 -0.18
Li -0.47 -0.71 -0.90
Li 0.42 -1.09 -0.38



Entry 3:
# C22H21BrF5IrN9OS

C22H21BrF5IrN9OS as an isolated structure in a non-equilibrium geometry (the ωB97M-V functional and the def2-TZVPD basis, OMol25).

Values from the calculation:
E = -135910.384 eV
Kohn-Sham gap (alpha / beta) = 0.1758 / 0.1508 Eh
LUMO energy (alpha / beta) = -0.139 / -0.157 Eh
spin multiplicity = 2
net charge = 0

Positions of all 61 atoms, in Å:
1 Ir -1.2207 2.0304 -0.3765
2 N -0.4043 4.4681 2.1501
3 C -0.7896 3.2484 2.6064
4 N -0.8606 2.8970 3.8843
5 N -1.2579 1.6477 3.8757
6 N -1.4289 1.2120 2.6879
7 N -1.1476 2.1891 1.8346
8 C -0.3397 4.8329 0.8444
9 N 0.0969 6.0059 0.4033
10 N -0.0038 5.9447 -0.8977
11 N -0.4721 4.8250 -1.2881
12 N -0.7107 4.0736 -0.2205
13 H -0.1290 5.1542 2.8389
14 F -8.0853 4.5823 -0.2208
15 C -7.0270 3.7768 -0.2936
16 C -5.7398 4.3122 -0.3209
17 F -5.5665 5.6326 -0.2675
18 C -4.6477 3.4631 -0.4110
19 F -3.4127 3.9870 -0.4261
20 C -4.7840 2.0731 -0.4906
21 S -3.4497 0.9901 -0.6936
22 C -6.0924 1.5599 -0.4443
23 F -6.2730 0.2419 -0.5062
24 C -7.1962 2.3941 -0.3461
25 F -8.4258 1.8783 -0.3111
26 C 5.4865 -1.7821 0.9341
27 C 4.7462 -2.2785 -0.3192
28 C 4.7856 -3.8078 -0.3268
29 C 5.4617 -1.7746 -1.5861
30 C 3.3377 -1.7165 -0.3303
31 C 3.1897 -0.3290 -0.3742
32 C 1.9471 0.2243 -0.4937
33 Br 1.8206 2.1204 -0.6814
34 C 0.7275 -0.5249 -0.5380
35 O -0.3863 0.0580 -0.6924
36 C 0.8863 -1.9549 -0.4211
37 C 2.1683 -2.4763 -0.3529
38 C -0.2843 -2.9299 -0.3874
39 C -0.2157 -3.8406 -1.6275
40 C -1.6593 -2.2632 -0.3641
41 C -0.1758 -3.8018 0.8771
42 H 6.4959 -2.1856 0.9505
43 H 4.9684 -2.1148 1.8309
44 H 5.5531 -0.6988 0.9643
45 H 5.8230 -4.1350 -0.3462
46 H 4.2929 -4.2077 -1.2098
47 H 4.3204 -4.2177 0.5665
48 H 6.4751 -2.1645 -1.6212
49 H 5.5131 -0.6905 -1.6200
50 H 4.9299 -2.1151 -2.4722
51 H 4.0447 0.3251 -0.3543
52 H 2.2658 -3.5475 -0.3201
53 H -0.2899 -3.2535 -2.5393
54 H -1.0493 -4.5382 -1.6025
55 H 0.7073 -4.4131 -1.6629
56 H -1.8524 -1.7150 -1.2813
57 H -1.7522 -1.5806 0.4765
58 H -2.4250 -3.0296 -0.2627
59 H 0.7454 -4.3760 0.9078
60 H -1.0081 -4.5012 0.9016
61 H -0.2271 -3.1817 1.7679

Cartesian forces (eV/Å) of the 3 atoms listed first:
Ir 1.90 -0.91 4.04
N 0.08 0.24 -0.05
C -0.16 -0.57 0.00



Entry 4:
# C22H21BrF5N3OSTa

C22H21BrF5N3OSTa as an isolated structure in a non-equilibrium geometry (the ωB97M-V functional and the def2-TZVPD basis, OMol25).

Values from the calculation:
E = -125663.156 eV
Kohn-Sham gap (alpha / beta) = 0.2412 / 0.2102 Eh
LUMO energy (alpha / beta) = -0.408 / -0.436 Eh
net charge = +3

Positions of all 55 atoms, in Å:
1 Ta -0.0978 -0.1669 0.2666
2 O 3.9525 2.0808 4.7450
3 C 3.2752 1.5711 3.7692
4 C 3.7555 0.6296 2.8332
5 C 2.9467 0.2136 1.8054
6 N 1.6723 0.6243 1.6542
7 C 1.1998 1.4687 2.5846
8 Br -0.6849 1.8110 2.3357
9 C 1.9228 1.9916 3.6134
10 H 4.8647 1.7649 4.8801
11 H 4.7639 0.2470 2.9061
12 H 3.3260 -0.4762 1.0613
13 H 1.5101 2.7034 4.3145
14 C -3.4401 -1.0159 -0.9434
15 C -2.4012 -1.7176 -1.7395
16 C -2.8507 -2.6750 -2.6682
17 C -1.9765 -3.2729 -3.5318
18 C -0.6139 -2.9090 -3.4939
19 C 0.3353 -3.4194 -4.4071
20 C 1.6552 -3.0422 -4.3375
21 C 2.0641 -2.1476 -3.3480
22 C 1.1551 -1.6204 -2.4430
23 S 1.7429 -0.4315 -1.2930
24 C -0.2073 -1.9939 -2.4782
25 N -1.1005 -1.4455 -1.6052
26 H -4.2325 -0.6826 -1.6171
27 H -3.0621 -0.1629 -0.3776
28 H -3.9202 -1.7187 -0.2597
29 H -3.9001 -2.9246 -2.6813
30 H -2.3235 -3.9934 -4.2590
31 H 0.0036 -4.0995 -5.1765
32 H 2.3819 -3.4263 -5.0394
33 H 3.0983 -1.8458 -3.2925
34 F 1.0337 -2.9093 0.7880
35 C 0.0295 -2.1136 1.1971
36 F 0.4078 -1.5511 2.4107
37 C -1.2940 -2.8133 1.4406
38 F -2.1402 -1.6968 1.5777
39 F -1.4496 -3.5754 2.4738
40 F -1.6912 -3.4133 0.3204
41 C -2.6579 2.2482 -3.9050
42 C -1.9697 2.9847 -2.7374
43 C -2.9484 3.9727 -2.0727
44 C -0.6774 3.6887 -3.2205
45 C -1.5084 2.0414 -1.7902
46 N -1.0423 1.2880 -1.0364
47 H -2.8905 2.9800 -4.6760
48 H -3.5889 1.7870 -3.5854
49 H -2.0102 1.4913 -4.3400
50 H -3.2225 4.7334 -2.7999
51 H -2.5023 4.4698 -1.2161
52 H -3.8577 3.4677 -1.7553
53 H -0.9489 4.4286 -3.9697
54 H 0.0064 2.9754 -3.6746
55 H -0.1734 4.1973 -2.4030

Cartesian forces (eV/Å) of the 3 atoms listed first:
Ta 2.00 0.96 -1.20
O 0.17 0.33 0.61
C -0.51 -0.55 -1.04



- The highest net charge belongs to which entry?
  C22H21BrF5N3OSTa



- Number 2 is which compound?
  C22H20Li4N4O5



Repeat the fourth record exactly.
# C22H21BrF5N3OSTa

C22H21BrF5N3OSTa as an isolated structure in a non-equilibrium geometry (the ωB97M-V functional and the def2-TZVPD basis, OMol25).

Values from the calculation:
E = -125663.156 eV
Kohn-Sham gap (alpha / beta) = 0.2412 / 0.2102 Eh
LUMO energy (alpha / beta) = -0.408 / -0.436 Eh
net charge = +3

Positions of all 55 atoms, in Å:
1 Ta -0.0978 -0.1669 0.2666
2 O 3.9525 2.0808 4.7450
3 C 3.2752 1.5711 3.7692
4 C 3.7555 0.6296 2.8332
5 C 2.9467 0.2136 1.8054
6 N 1.6723 0.6243 1.6542
7 C 1.1998 1.4687 2.5846
8 Br -0.6849 1.8110 2.3357
9 C 1.9228 1.9916 3.6134
10 H 4.8647 1.7649 4.8801
11 H 4.7639 0.2470 2.9061
12 H 3.3260 -0.4762 1.0613
13 H 1.5101 2.7034 4.3145
14 C -3.4401 -1.0159 -0.9434
15 C -2.4012 -1.7176 -1.7395
16 C -2.8507 -2.6750 -2.6682
17 C -1.9765 -3.2729 -3.5318
18 C -0.6139 -2.9090 -3.4939
19 C 0.3353 -3.4194 -4.4071
20 C 1.6552 -3.0422 -4.3375
21 C 2.0641 -2.1476 -3.3480
22 C 1.1551 -1.6204 -2.4430
23 S 1.7429 -0.4315 -1.2930
24 C -0.2073 -1.9939 -2.4782
25 N -1.1005 -1.4455 -1.6052
26 H -4.2325 -0.6826 -1.6171
27 H -3.0621 -0.1629 -0.3776
28 H -3.9202 -1.7187 -0.2597
29 H -3.9001 -2.9246 -2.6813
30 H -2.3235 -3.9934 -4.2590
31 H 0.0036 -4.0995 -5.1765
32 H 2.3819 -3.4263 -5.0394
33 H 3.0983 -1.8458 -3.2925
34 F 1.0337 -2.9093 0.7880
35 C 0.0295 -2.1136 1.1971
36 F 0.4078 -1.5511 2.4107
37 C -1.2940 -2.8133 1.4406
38 F -2.1402 -1.6968 1.5777
39 F -1.4496 -3.5754 2.4738
40 F -1.6912 -3.4133 0.3204
41 C -2.6579 2.2482 -3.9050
42 C -1.9697 2.9847 -2.7374
43 C -2.9484 3.9727 -2.0727
44 C -0.6774 3.6887 -3.2205
45 C -1.5084 2.0414 -1.7902
46 N -1.0423 1.2880 -1.0364
47 H -2.8905 2.9800 -4.6760
48 H -3.5889 1.7870 -3.5854
49 H -2.0102 1.4913 -4.3400
50 H -3.2225 4.7334 -2.7999
51 H -2.5023 4.4698 -1.2161
52 H -3.8577 3.4677 -1.7553
53 H -0.9489 4.4286 -3.9697
54 H 0.0064 2.9754 -3.6746
55 H -0.1734 4.1973 -2.4030

Cartesian forces (eV/Å) of the 3 atoms listed first:
Ta 2.00 0.96 -1.20
O 0.17 0.33 0.61
C -0.51 -0.55 -1.04



- Which formula does entry 2 have?
  C22H20Li4N4O5